Density functional theory data (the ωB97M-V functional and the def2-TZVPD basis) for a 10-piece molecular cluster, C56H102N15O6 overall at a distorted geometry.

Output
**E_LUMO**: -13.43 eV
**Net charge**: +7
**Kohn-Sham gap**: 0.277 hartree

Each line ends with the Löwdin charge.
Positions of all 179 atoms, in Å:
C1 -0.18815 -1.67235 0.58887  -0.01
C2 -0.29869 -2.02235 -0.77359  -0.38
C3 0.03514 -1.03803 -1.86401  -0.40
O1 -0.04143 -1.32110 -3.11282  -0.08
C4 0.37191 0.25772 -1.51169  -0.03
C5 0.55885 0.69835 -0.13235  -0.33
C6 0.34061 -0.43417 0.97870  -0.32
O2 0.57301 -0.12182 2.18533  -0.10
O3 0.67494 1.87408 0.21334  -0.02
O4 -0.64608 -3.20178 -1.02429  -0.02
H1 -0.38314 -2.42899 1.33486  0.09
H2 0.56622 0.96921 -2.30523  0.10
C7 -4.32276 5.04003 -3.77738  -0.03
C8 -3.11561 4.20867 -3.34712  -0.16
N1 -3.39282 2.81803 -2.96468  -0.04
C9 -2.40662 1.88519 -2.77876  -0.01
C10 -2.99335 0.71225 -2.37197  0.02
N2 -4.35321 1.01334 -2.28506  -0.07
C11 -4.55584 2.29488 -2.63165  0.01
C12 -5.35804 0.01604 -1.96711  0.02
H3 -4.85061 4.45416 -4.52698  0.10
H4 -4.01756 6.01067 -4.16846  0.11
H5 -4.95018 5.37630 -2.95037  0.06
H6 -2.50084 4.63737 -2.55032  0.10
H7 -2.37829 4.20806 -4.15379  0.14
H8 -1.41694 2.11640 -3.13282  0.13
H9 -2.57046 -0.15800 -1.90029  0.12
H10 -5.51958 2.76584 -2.74929  0.18
H11 -5.85781 -0.41401 -2.83517  0.11
H12 -6.12675 0.46859 -1.34176  0.11
H13 -4.88368 -0.80271 -1.43231  0.08
C13 4.85285 2.26882 -3.19705  -0.07
C14 4.38317 2.62406 -4.59510  -0.16
N3 4.71619 1.53166 -5.51183  -0.05
C15 5.97456 1.18120 -5.94259  0.02
C16 5.89974 0.06659 -6.71785  0.04
N4 4.56194 -0.14189 -6.88645  -0.10
C17 3.84839 0.68251 -6.13269  0.00
C18 3.99486 -1.18896 -7.71653  0.03
H14 5.93338 2.25233 -3.08869  0.08
H15 4.32094 1.34488 -2.95152  0.07
H16 4.45060 2.95336 -2.44640  0.06
H17 4.79589 3.55092 -5.00072  0.14
H18 3.32045 2.85053 -4.69682  0.13
H19 6.83028 1.67909 -5.51417  0.15
H20 6.66328 -0.55176 -7.15941  0.16
H21 2.77324 0.71262 -6.12872  0.16
H22 3.03928 -1.48647 -7.28588  0.10
H23 4.64063 -2.06435 -7.67996  0.11
H24 3.87706 -0.87505 -8.75222  0.12
C19 2.50355 4.86797 7.41450  -0.03
C20 1.86379 5.66908 6.24425  -0.13
N5 1.37910 4.79609 5.15874  -0.03
C21 2.16175 4.13151 4.26806  -0.02
C22 1.39089 3.38281 3.43605  -0.01
N6 0.11172 3.48381 3.94019  -0.08
C23 0.12139 4.34983 4.96148  0.02
C24 -1.09078 2.82993 3.51866  0.00
H25 1.70523 4.39270 7.98449  0.08
H26 2.92380 5.61820 8.08122  0.10
H27 3.21244 4.14816 7.01612  0.07
H28 2.65010 6.27701 5.79705  0.13
H29 1.08466 6.34631 6.58319  0.14
H30 3.21907 4.34903 4.28462  0.15
H31 1.58675 2.72722 2.60873  0.09
H32 -0.70196 4.62175 5.60308  0.18
H33 -1.71680 3.35726 2.80523  0.08
H34 -1.66658 2.54171 4.40064  0.11
H35 -0.91434 1.82243 3.13191  0.09
C25 1.20474 -6.32624 -1.62295  -0.05
C26 1.66522 -5.90833 -0.23590  -0.13
N7 2.71143 -4.87330 -0.25665  -0.03
C27 3.88150 -4.89709 0.46493  0.03
C28 4.53164 -3.72626 0.20516  0.01
N8 3.79377 -3.04226 -0.74542  -0.07
C29 2.72860 -3.79824 -1.03149  -0.01
C30 4.00012 -1.64306 -1.04486  0.01
H36 0.83628 -7.35216 -1.66718  0.10
H37 1.98597 -6.30168 -2.38602  0.09
H38 0.38036 -5.73872 -2.03108  0.06
H39 2.08765 -6.70527 0.37125  0.14
H40 0.78335 -5.50837 0.26605  0.11
H41 4.16411 -5.64555 1.18683  0.15
H42 5.41624 -3.25344 0.59684  0.14
H43 1.93918 -3.57256 -1.73247  0.16
H44 3.86610 -1.03905 -0.14348  0.09
H45 3.34379 -1.18760 -1.78188  0.09
H46 5.04524 -1.54316 -1.34057  0.11
C31 4.53928 -1.15402 4.06233  -0.05
C32 4.76555 0.34565 4.12651  -0.15
N9 4.70283 1.04143 2.83268  -0.04
C33 3.53713 1.27039 2.10915  -0.02
C34 3.91147 2.08356 1.09247  -0.02
N10 5.28752 2.21419 1.09901  -0.06
C35 5.73977 1.57358 2.18087  0.02
C36 6.10549 2.86919 0.04566  0.05
H47 3.61413 -1.40043 3.52427  0.06
H48 4.43729 -1.67530 5.01047  0.09
H49 5.31125 -1.60284 3.43397  0.08
H50 5.68824 0.67216 4.60121  0.14
H51 3.93739 0.75215 4.71242  0.12
H52 2.60547 0.81171 2.41253  0.10
H53 3.35494 2.45645 0.24723  0.13
H54 6.75224 1.58482 2.55646  0.19
H55 5.72223 3.85286 -0.20831  0.11
H56 6.13656 2.18909 -0.79997  0.08
H57 7.10868 2.99160 0.44832  0.12
C37 0.36447 5.03403 -1.49113  -0.05
C38 -0.05160 5.22652 -0.02241  -0.16
N11 -1.49323 5.18224 0.09306  -0.05
C39 -2.18341 4.02442 0.32178  -0.04
C40 -3.51513 4.35583 0.41593  0.00
N12 -3.60431 5.69979 0.12117  -0.07
C41 -2.36989 6.18603 -0.05368  0.02
C42 -4.83327 6.45672 -0.08698  0.04
H58 -0.15603 5.77939 -2.09525  0.08
H59 0.09260 4.05994 -1.90735  0.06
H60 1.43422 5.13423 -1.66576  0.09
H61 0.37645 6.19019 0.25816  0.14
H62 0.43371 4.52875 0.65741  0.10
H63 -1.63315 3.10717 0.46375  0.12
H64 -4.37274 3.82184 0.79034  0.15
H65 -2.03073 7.20039 -0.20255  0.19
H66 -4.65259 7.35225 -0.67876  0.12
H67 -5.40058 6.55619 0.83386  0.12
H68 -5.47499 5.93183 -0.80077  0.09
C43 1.64808 -0.74313 6.99416  0.05
C44 0.93539 -0.21320 5.81920  -0.40
O5 0.80336 0.95499 5.60732  0.16
N13 0.32875 -1.17927 4.83988  0.08
H69 0.48785 -0.82689 3.86543  0.11
H70 0.84691 -2.05831 4.89321  0.18
C45 -1.13621 -1.47146 5.01590  0.05
H71 2.30086 0.03328 7.38663  0.11
H72 2.28435 -1.59582 6.73744  0.10
H73 0.99165 -1.06335 7.80819  0.13
H74 -1.13310 -2.13797 5.88267  0.12
H75 -1.52419 -2.08042 4.20609  0.08
H76 -1.70989 -0.59569 5.29838  0.11
C46 -2.48204 -3.63442 -3.69389  0.04
C47 -2.95903 -2.41739 -4.44639  -0.40
O6 -4.06499 -2.01723 -4.47287  0.18
N14 -1.91764 -1.74920 -5.29853  0.08
H77 -1.08414 -1.45539 -4.75667  0.13
H78 -1.48242 -2.48839 -5.86533  0.19
C48 -2.46338 -0.70903 -6.24464  0.04
H79 -2.55704 -3.35214 -2.64347  0.06
H80 -1.45461 -3.93928 -3.88427  0.09
H81 -3.10225 -4.50224 -3.91810  0.12
H82 -1.59756 -0.38991 -6.82081  0.11
H83 -2.79897 0.12753 -5.63739  0.09
H84 -3.28192 -1.09087 -6.84464  0.12
C49 -7.19564 -6.61351 1.73991  -0.05
C50 -6.09126 -5.96897 0.88944  -0.22
C51 -5.22300 -4.99016 1.65450  -0.09
N15 -4.03281 -4.39401 0.81985  -0.25
C52 -4.55190 -3.55218 -0.32112  0.03
C53 -3.20176 -3.49036 1.72782  -0.12
C54 -2.34000 -4.40926 2.58456  -0.14
C55 -2.26030 -5.74795 1.77864  -0.11
C56 -3.03150 -5.47874 0.51166  -0.10
H85 -6.77609 -6.86470 2.71468  0.09
H86 -7.52224 -7.50129 1.20357  0.10
H87 -8.08319 -6.01196 1.92722  0.09
H88 -6.51287 -5.44165 0.02888  0.11
H89 -5.44395 -6.73463 0.45931  0.11
H90 -4.67431 -5.41732 2.49284  0.13
H91 -5.76441 -4.12000 2.02743  0.14
H92 -4.94304 -4.26788 -1.04059  0.11
H93 -3.63932 -3.10422 -0.71336  0.07
H94 -5.29214 -2.88351 0.10446  0.11
H95 -2.66962 -2.74532 1.14103  0.10
H96 -3.89020 -2.95349 2.38474  0.13
H97 -1.30663 -4.05200 2.57176  0.09
H98 -2.67220 -4.54773 3.60855  0.12
H99 -1.26715 -6.11799 1.54706  0.11
H100 -2.80399 -6.45695 2.40202  0.13
H101 -2.38705 -5.12090 -0.29380  0.12
H102 -3.54658 -6.37255 0.16683  0.13